{
  "formula": "C11H18ClRuTl",
  "method": "wB97M-V/def2-TZVPD",
  "total_charge": -1,
  "de_lowest_kj_mol": 107.35,
  "multiplicity": 6,
  "species": ["Ru", "Cl", "C", "H", "H", "H", "Tl", "C", "C", "C", "H", "H", "H", "H", "H", "H", "H", "H", "C", "C", "C", "C", "C", "C", "C", "H", "H", "H", "H", "H", "H", "H"],
  "positions_angstrom": [[-0.82980, 0.14851, -1.39454], [-0.89904, -0.53727, -3.46676], [1.13724, 0.38491, -1.06078], [1.60755, -0.56474, -1.35209], [1.46084, 0.58899, -0.02733], [1.49364, 1.17809, -1.73000], [0.03011, 2.59507, 0.81258], [-2.13555, 1.66025, -1.71532], [0.51013, 4.75786, -0.00385], [0.20483, 2.21412, 3.04246], [0.92180, 5.29408, 0.86330], [1.18183, 4.67179, -0.85171], [-0.50375, 5.07187, -0.29300], [-3.14213, 1.18318, -1.67774], [-2.11284, 2.57387, -1.04760], [-1.95989, 2.04862, -2.75867], [1.01852, 1.51121, 3.44830], [-0.78704, 1.98131, 3.51821], [-1.28870, -0.75485, 0.34198], [-0.37059, -1.93018, 0.39615], [0.65489, -2.02333, 1.36568], [1.53520, -3.10002, 1.35189], [1.45140, -4.08600, 0.34455], [0.44235, -3.98127, -0.62717], [-0.48124, -2.93510, -0.57665], [-2.30751, -1.04276, 0.10350], [-1.17787, -0.04332, 1.18066], [0.73646, -1.20964, 2.11353], [2.31137, -3.19544, 2.13099], [2.19317, -4.89374, 0.30714], [0.39317, -4.71890, -1.43283], [-1.28854, -2.84718, -1.30488]],
  "lowdin_spin": [2.250, 0.223, 0.158, 0.025, 0.035, 0.014, 0.402, 0.183, 0.252, 0.989, 0.018, 0.005, 0.003, 0.031, 0.043, 0.021, 0.064, 0.060, 0.104, 0.023, 0.008, 0.003, 0.008, 0.003, 0.009, 0.023, 0.039, 0.003, 0.000, 0.000, 0.000, 0.001]
}

---

{
  "formula": "C11H18N2",
  "method": "wB97M-V/def2-TZVPD",
  "total_charge": 2,
  "de_lowest_kj_mol": 280.95,
  "smiles": "CC1=C(C)[N@@+]2(C)CC=C[C@H](C)C2=[NH+]1",
  "multiplicity": 1,
  "species": ["C", "C", "C", "C", "N", "C", "C", "C", "C", "C", "C", "C", "N", "H", "H", "H", "H", "H", "H", "H", "H", "H", "H", "H", "H", "H", "H", "H", "H", "H", "H"],
  "positions_angstrom": [[-1.30219, -0.16802, 3.30739], [-0.88238, 0.04104, 1.87515], [0.23409, 0.70498, 1.45732], [1.33749, 1.41503, 2.14624], [0.49849, 0.37635, -0.05854], [0.47362, 1.64052, -0.88718], [1.71556, -0.51642, -0.33732], [1.59801, -1.17706, -1.70339], [0.43615, -1.41391, -2.33447], [-0.90376, -1.22515, -1.61940], [-1.75113, -0.40057, -2.66344], [-0.56174, -0.48895, -0.39106], [-1.36094, -0.74521, 0.83539], [-2.08133, -0.99089, 3.29648], [-1.73707, 0.80198, 3.61343], [-0.54226, -0.31471, 4.02484], [1.43147, 1.02408, 3.09238], [1.18452, 2.59004, 2.24832], [2.26236, 1.58455, 1.62221], [0.58009, 1.32593, -1.88364], [-0.28914, 2.37268, -0.79025], [1.38058, 2.08391, -0.79172], [1.95028, -1.16529, 0.39394], [2.56593, 0.08098, -0.27207], [2.49358, -1.35908, -2.16955], [0.56697, -1.77026, -3.28613], [-1.55179, -2.02881, -1.24423], [-1.00969, 0.09264, -3.39218], [-2.30635, 0.29546, -1.98360], [-2.34736, -1.23409, -3.11752], [-2.08207, -1.43175, 1.01259]],
  "lowdin_charge": [0.041, -0.195, -0.085, 0.020, -0.092, 0.114, 0.003, 0.017, -0.011, -0.237, 0.016, -0.029, 0.265, 0.124, 0.121, 0.086, 0.069, 0.168, 0.091, 0.101, 0.138, 0.091, 0.124, 0.132, 0.109, 0.113, 0.168, 0.125, 0.103, 0.122, 0.188]
}